Record 1
This record from the Open Molecules 2025 dataset describes a molecular structure, C37H36N3O3Tl. The level of theory is ωB97M-V/def2-TZVPD.

LUMO, eV: -0.51

Element x y z (Å)
C  1.89674  0.03346  1.56527
C  2.38628  -0.51075  0.33854
C  2.26668  0.49644  -0.68035
H  2.71954  -1.54488  0.17961
C  1.70265  1.69106  -0.08645
C  1.48618  1.40045  1.31812
H  1.41562  2.62330  -0.59714
C  -1.17323  -1.48138  1.50171
C  -0.10869  -2.22186  0.87132
C  -0.42082  -2.33323  -0.51778
H  0.77946  -2.62432  1.37794
C  -1.67880  -1.65975  -0.75272
C  -2.13571  -1.11671  0.50006
H  2.52067  0.37651  -1.74597
H  1.03376  2.10113  2.02828
H  1.77719  -0.48830  2.52017
H  -3.02383  -0.48781  0.65505
H  0.21939  -2.79016  -1.29440
H  -1.22271  -1.22450  2.55420
Tl  -0.10147  0.13966  0.03535
C  -2.40243  -1.50091  -2.06664
C  -3.78402  -2.12209  -1.88818
C  -1.64211  -2.19037  -3.20141
H  -3.68799  -3.11476  -1.42440
H  -4.26416  -2.23669  -2.86667
H  -4.42539  -1.49854  -1.25015
H  -1.70910  -3.27998  -3.07236
H  -0.58084  -1.89690  -3.23642
H  -2.11586  -1.92503  -4.15690
C  -2.58244  0.01295  -2.39089
C  -1.33011  0.71063  -2.74520
H  -3.04668  0.54466  -1.53442
H  -3.30106  0.09183  -3.23338
O  -0.25669  0.62492  -2.05287
N  -1.24202  1.47113  -3.82009
C  -0.21592  2.53926  -4.05226
H  -1.78531  1.17920  -4.61684
C  1.14570  2.00928  -4.36447
C  2.30188  2.65037  -3.88230
H  2.21787  3.54297  -3.24957
C  3.56473  2.15249  -4.20112
H  4.45430  2.66011  -3.82017
C  3.69379  1.01758  -5.01525
H  4.68336  0.63308  -5.26832
C  2.54734  0.38940  -5.50443
H  2.62743  -0.49338  -6.14150
C  1.27813  0.89078  -5.18690
H  0.38349  0.39983  -5.57648
H  -0.19988  3.21802  -3.19105
H  -0.60968  3.10992  -4.90961
O  -1.95832  2.88579  1.42600
C  -1.53265  2.23880  2.37765
N  -1.57794  2.56778  3.76350
C  -0.94147  1.61802  4.61984
C  -0.45554  0.61492  3.53953
O  0.18069  -0.39372  3.87396
N  -0.86598  1.00497  2.31543
C  0.29730  2.16255  5.39378
C  1.61607  1.75904  5.14880
C  2.67154  2.15871  5.98817
C  2.42690  2.99362  7.07101
C  1.11856  3.43496  7.30602
C  0.06592  3.03052  6.47411
C  -1.93614  0.84345  5.49954
C  -1.59923  0.41670  6.78826
C  -2.50435  -0.32926  7.55516
C  -3.74725  -0.68314  7.03563
C  -4.07985  -0.28815  5.73409
C  -3.17368  0.45935  4.96439
H  -2.03518  3.42694  4.03133
H  1.89006  1.08150  4.34127
H  3.68514  1.79846  5.78600
H  3.24416  3.29091  7.72703
H  0.92214  4.08354  8.16040
H  -0.95047  3.36452  6.70573
H  -0.62887  0.65000  7.22732
H  -2.22317  -0.64140  8.56259
H  -4.44622  -1.26772  7.63384
H  -5.04962  -0.57152  5.31678
H  -3.46822  0.73406  3.94668

Charges in e, computed with Löwdin, in the same order as the atoms: -0.1713, -0.1649, -0.1797, 0.1118, -0.1644, -0.1657, 0.1082, -0.1497, -0.1422, -0.1094, 0.1212, -0.3002, -0.1080, 0.1022, 0.1114, 0.0972, 0.1248, 0.1197, 0.0893, 1.1098, -0.5104, -0.0352, -0.0322, 0.1053, 0.0871, 0.0919, 0.1020, 0.0881, 0.0902, -0.0441, -0.3924, 0.1516, 0.1401, -0.0318, 0.1075, -0.0829, 0.1492, -0.2335, -0.0417, 0.1191, -0.0782, 0.1093, -0.0840, 0.1048, -0.0755, 0.1050, -0.0434, 0.1104, 0.1350, 0.1371, 0.0261, -0.5128, 0.1401, -0.2743, -0.4716, 0.0159, 0.0519, -0.1273, -0.0104, -0.0726, -0.0981, -0.0839, -0.0533, -0.1298, -0.0199, -0.0789, -0.0991, -0.0799, -0.0208, 0.1506, 0.0982, 0.1064, 0.0994, 0.0996, 0.1211, 0.1161, 0.1026, 0.0987, 0.1001, 0.1170

***

Record 2
This record from the Open Molecules 2025 dataset describes a molecular structure, C36H43N2PS2Sc. The level of theory is ωB97M-V/def2-TZVPD.

Charge: +1
LUMO, eV: -2.66

Element x y z (Å)
Sc  0.11310  0.66239  0.47878
C  -4.41506  -2.00075  -0.01982
C  -3.76895  -2.73653  -1.16773
C  -4.52065  -3.62843  -1.92641
C  -3.95819  -4.33623  -2.97879
C  -2.62109  -4.15765  -3.29809
C  -1.85059  -3.27822  -2.55191
C  -2.41272  -2.57501  -1.49029
P  -1.41121  -1.46240  -0.45803
C  0.26357  -1.47790  -1.23324
C  0.35932  -0.48234  -2.22251
C  1.50386  -0.31868  -2.98677
C  2.59727  -1.12022  -2.72326
C  2.51583  -2.11392  -1.75419
C  1.35975  -2.34195  -1.01982
C  1.32153  -3.51870  -0.08370
C  -1.33489  -2.27485  1.16910
C  -1.49917  -3.65230  1.32999
C  -1.39261  -4.23279  2.57729
C  -1.11996  -3.42747  3.68262
C  -1.01634  -2.05627  3.54057
C  -1.16185  -1.44087  2.29107
C  -1.16903  0.04680  2.15335
H  -5.48860  -1.91016  -0.17961
H  -4.00576  -0.99487  0.09747
H  -4.25843  -2.52809  0.92464
H  -5.56879  -3.76559  -1.68589
H  -4.56615  -5.02582  -3.55106
H  -2.17654  -4.70027  -4.12236
H  -0.80522  -3.13877  -2.80261
H  -0.51943  0.11937  -2.44348
H  1.54482  0.43830  -3.75910
H  3.51733  -0.98090  -3.27751
H  3.37165  -2.75632  -1.58104
H  2.25376  -4.07806  -0.14870
H  0.50540  -4.19194  -0.34843
H  1.17123  -3.22116  0.95477
H  -1.69971  -4.27615  0.46516
H  -1.51307  -5.30258  2.69049
H  -1.01904  -3.87420  4.66428
H  -0.85763  -1.43324  4.41318
H  -0.99877  0.52991  3.11648
H  -2.15563  0.35812  1.79639
C  5.30694  3.08517  -2.66144
C  3.91014  2.82707  -2.15703
C  2.81843  3.46008  -2.74545
C  1.53083  3.19658  -2.29689
C  0.32383  3.84791  -2.92018
C  1.38513  2.30920  -1.24624
C  2.45314  1.67354  -0.58430
C  3.72364  1.94187  -1.09763
N  2.12133  0.77564  0.44214
C  2.88732  0.61222  1.69950
C  2.44282  -0.72888  2.28400
C  2.49886  1.74095  2.67135
C  4.41013  0.59965  1.57969
H  5.30080  3.75114  -3.52231
H  5.79563  2.15415  -2.95400
H  5.92011  3.54303  -1.88328
H  2.97078  4.15429  -3.56486
H  0.56984  4.29205  -3.88374
H  -0.06327  4.63826  -2.27314
H  -0.48154  3.12590  -3.07195
H  0.35629  2.11074  -0.95754
H  4.58934  1.42951  -0.70914
H  1.37024  -0.73928  2.50884
H  2.96676  -0.93674  3.21824
H  2.65681  -1.53426  1.57882
H  1.41271  1.85574  2.73366
H  2.91649  2.69477  2.34153
H  2.86587  1.53616  3.67996
H  4.74867  -0.16533  0.87584
H  4.82882  0.36577  2.56075
H  4.80606  1.56841  1.28095
S  -0.98049  3.26659  0.93233
C  -2.50992  3.45001  1.60505
N  -3.34868  4.39843  1.22684
C  -4.68939  4.39152  1.80863
C  -4.53946  3.68497  3.14946
S  -3.15815  2.51840  2.91764
H  -3.10172  4.99072  0.44740
H  -5.37150  3.85253  1.15005
H  -5.05038  5.40971  1.93040
H  -5.43303  3.13377  3.42751
H  -4.27360  4.37473  3.94728

Charges in e, computed with Löwdin, in the same order as the atoms: 0.8520, -0.0500, -0.2738, -0.0373, -0.0646, -0.0705, -0.0750, -0.3123, 1.0986, -0.3825, -0.1576, -0.0621, -0.0355, -0.0192, -0.2537, -0.0262, -0.3436, -0.1106, -0.0697, -0.0579, -0.0425, -0.3326, -0.3052, 0.0833, 0.0597, 0.0887, 0.1167, 0.1102, 0.1090, 0.1048, 0.1077, 0.1219, 0.1186, 0.1204, 0.0887, 0.0825, 0.0731, 0.1129, 0.1091, 0.1100, 0.1164, 0.0428, -0.0018, -0.0392, -0.2494, -0.0106, -0.2654, -0.0316, -0.1100, -0.2729, 0.0083, -0.0679, -0.6110, -0.0316, -0.0299, -0.0471, 0.0764, 0.0836, 0.0871, 0.1186, 0.0816, 0.0811, 0.0785, 0.0024, 0.0987, 0.0566, 0.0991, 0.0807, 0.0540, 0.0938, 0.0932, 0.0921, 0.0923, 0.0764, 0.6894, -1.0618, -0.0502, -0.1974, -0.3875, 1.0008, 0.1480, 0.1268, 0.1289, 0.0859, 0.0862

***

Record 3
This record from the Open Molecules 2025 dataset describes 2 unconnected molecules or ions with the total composition C2H3I3O. The level of theory is ωB97M-V/def2-TZVPD.

SMILES string: O/C=C\I.II
LUMO, eV: -1.98
ΔE to the lowest compared entry with this formula, charge and spin, kJ/mol: 23.54

Element x y z (Å)
C  -0.84936  -0.64652  1.06085
C  -0.47983  -1.67237  0.27781
O  0.08456  0.28842  1.57551
I  1.86122  1.95006  -3.80011
I  1.57033  -1.91593  -0.14263
I  1.00481  3.54126  -1.76990
H  -1.84858  -0.48279  1.49235
H  -1.08728  -2.28063  -0.33363
H  -0.25588  1.21850  1.63973

Charges in e, computed with natural (NBO), in the same order as the atoms: 0.1117, -0.4326, -0.7163, 0.0112, 0.1190, -0.0100, 0.1904, 0.2325, 0.4940

***

Record 4
This record from the Open Molecules 2025 dataset describes 3 unconnected molecules or ions with the total composition C14H30N3O7P. The level of theory is ωB97M-V/def2-TZVPD.

SMILES string: O=C1N[C@H](CCCO)C[C@@H]1CP(=O)(O)O.CNC(C)=O.CNC(C)=O
LUMO, eV: 0.21
ΔE to the lowest compared entry with this formula, charge and spin, kJ/mol: 0.00

Element x y z (Å)
O  3.81618  -2.82456  0.98162
C  3.08262  -2.36131  0.19924
N  1.69071  -2.62564  0.08005
C  1.15358  -1.99005  -1.14730
C  -0.10131  -2.60932  -1.76263
C  -1.25941  -1.69191  -1.32034
C  -1.32296  -0.43891  -2.21300
O  -1.80546  0.67119  -1.45815
C  2.43872  -1.92982  -1.99671
C  3.34635  -1.34745  -0.91173
C  4.78593  -0.90865  -1.24502
P  4.78843  0.91220  -1.35860
O  6.07382  1.47414  -1.72382
O  4.25762  1.53034  0.04347
O  3.67944  1.21127  -2.51725
H  1.23510  -2.28755  0.92231
H  0.87588  -0.97071  -0.83863
H  -0.30011  -3.63425  -1.44844
H  0.01043  -2.59196  -2.85112
H  -1.06161  -1.31508  -0.31776
H  -2.21162  -2.22418  -1.29179
H  -1.98324  -0.57711  -3.07025
H  -0.30880  -0.19656  -2.55426
H  -1.00960  1.06704  -1.07350
H  2.38344  -1.45772  -2.97069
H  2.71888  -2.99349  -2.01588
H  2.82597  -0.42693  -0.60699
H  5.52642  -1.22490  -0.51057
H  5.07820  -1.26814  -2.23333
H  3.28269  1.49571  0.05315
H  3.43501  2.14521  -2.40238
C  0.93955  2.06638  2.54939
C  0.55892  2.43341  1.13819
O  0.72576  1.66169  0.19657
N  0.01807  3.65543  0.92983
C  -0.25451  4.69437  1.90726
H  1.35557  1.06295  2.55494
H  1.69176  2.75762  2.93178
H  0.06064  2.08122  3.19435
H  -0.21341  3.83536  -0.03566
H  -1.32136  4.92149  1.89848
H  0.29915  5.59389  1.63553
H  0.03494  4.38772  2.90624
C  -4.77325  -2.30052  1.75916
C  -3.87052  -1.11384  1.52106
O  -2.65456  -1.21303  1.51084
N  -4.46087  0.09221  1.31086
C  -5.87651  0.40697  1.28524
H  -4.16085  -3.18503  1.90812
H  -5.38082  -2.14306  2.65135
H  -5.41983  -2.46559  0.89612
H  -3.80139  0.83867  1.15352
H  -6.13267  0.82418  0.30975
H  -6.09282  1.15157  2.05369
H  -6.48416  -0.47342  1.46468

Charges in e, computed with natural (NBO), in the same order as the atoms: -0.5434, 0.7040, -0.6631, -0.0252, -0.4225, -0.4227, -0.0613, -0.7447, -0.4017, -0.3175, -0.8085, 2.3278, -1.0923, -0.9778, -0.9813, 0.3946, 0.1816, 0.2253, 0.2011, 0.2277, 0.2051, 0.1750, 0.1546, 0.4828, 0.2328, 0.2058, 0.2005, 0.2743, 0.2536, 0.5062, 0.4992, -0.7242, 0.6924, -0.6949, -0.6006, -0.4130, 0.2485, 0.2345, 0.2374, 0.4042, 0.2031, 0.2051, 0.2162, -0.7213, 0.6791, -0.6380, -0.6144, -0.4108, 0.2453, 0.2253, 0.2261, 0.4044, 0.1999, 0.1947, 0.2110

***

Record 5
This record from the Open Molecules 2025 dataset describes a single C4H5F2N3O2S molecule. The level of theory is ωB97M-V/def2-TZVPD.

SMILES string: CS(=O)(=O)c1n[nH]nc1C(F)F
LUMO, eV: 0.57
ΔE to the lowest compared entry with this formula, charge and spin, kJ/mol: 0.00

Element x y z (Å)
C  -1.17167  -0.96436  0.21971
C  0.07550  -0.37258  -0.01849
C  2.36427  1.39875  -0.45741
C  -2.50352  -0.30980  0.03244
N  -1.02479  -2.24957  0.49128
N  0.96002  -1.33042  0.09809
N  0.25879  -2.41552  0.34983
O  -0.12958  2.07420  -1.08162
O  0.51444  1.80106  1.38700
F  -2.78364  -0.29444  -1.27945
F  -2.52268  0.99473  0.39920
S  0.57639  1.42494  0.00878
H  2.83214  1.04871  0.38174
H  2.46088  0.71835  -1.15877
H  2.58139  2.46388  -0.76701
H  -3.32552  -0.70263  0.66710
H  0.83759  -3.28530  0.72756

Charges in e, computed with natural (NBO), in the same order as the atoms: 0.0059, -0.1499, -0.7937, 0.5518, -0.1882, -0.2388, -0.1500, -0.9050, -0.9055, -0.3229, -0.3349, 2.1336, 0.2323, 0.2235, 0.2568, 0.1550, 0.4300

***

Across the entries above, E_HOMO takes the values -7.31; -9.82; -8.76; -9.29; -10.91 eV, respectively.
Across the entries above, E_tot takes the values -54255.21475; -92666.25691; -28471.02758; -43099.46447; -29061.91785 eV, respectively.